Entry 1:
Molecular formula: C3H11N3O
Method: DFT, the ωB97M-V functional and the def2-TZVPD basis

Computed properties:
SMILES	NC=O.NCCN
frontier orbital gap	10.0283	eV
ΔE to the lowest compared entry with this formula, charge and spin	131.2	kJ/mol
maximum force	0.52	eV Å⁻¹

Geometry (Å):
N  -1.90  3.21  0.07
C  -1.36  1.91  0.25
O  -2.04  0.94  0.39
H  -2.01  3.71  0.95
H  -1.26  3.76  -0.50
H  -0.25  1.86  0.26
N  2.27  -1.37  0.95
C  1.13  -0.73  0.29
C  0.48  -1.72  -0.66
N  -0.54  -1.07  -1.49
H  1.95  -2.21  1.43
H  2.64  -0.78  1.69
H  1.47  0.13  -0.29
H  0.36  -0.37  0.98
H  1.25  -2.14  -1.31
H  0.07  -2.55  -0.07
H  -0.95  -1.80  -2.07
H  -1.30  -0.78  -0.88

natural (NBO) atomic charge list, values in e, 5 entries:
1 N -0.88
2 C 0.55
3 O -0.53
4 H 0.39
5 H 0.37

Entry 2:
Molecular formula: C3H11N3O
Method: DFT, the ωB97M-V functional and the def2-TZVPD basis

Computed properties:
frontier orbital gap	8.7420	eV
ΔE to the lowest compared entry with this formula, charge and spin	487.9	kJ/mol
maximum force	4.86	eV Å⁻¹

Geometry (Å):
C  0.36  -0.57  1.16
C  0.72  0.82  -0.79
C  -1.71  -1.66  0.94
N  -0.33  -1.54  0.54
N  0.55  2.20  -0.41
N  0.12  0.59  -2.07
O  1.68  -0.81  1.38
H  1.91  -1.58  0.83
H  -0.03  -0.18  -0.27
H  -0.06  0.17  1.84
H  1.79  0.55  -0.83
H  1.06  2.82  -1.03
H  0.66  0.95  -2.84
H  -0.82  0.96  -2.10
H  0.93  2.37  0.52
H  -2.13  -2.54  1.47
H  -2.45  -1.65  0.13
H  -2.26  -0.91  1.54

natural (NBO) atomic charge list, values in e, 5 entries:
1 C 0.45
2 C -0.15
3 C -0.47
4 N -0.62
5 N -0.86

Entry 3:
Molecular formula: C3H11N3O
Method: DFT, the ωB97M-V functional and the def2-TZVPD basis

Computed properties:
SMILES	[H]/N=C(\N)NCC.O
frontier orbital gap	9.9163	eV
ΔE to the lowest compared entry with this formula, charge and spin	147.5	kJ/mol
maximum force	3.69	eV Å⁻¹

Geometry (Å):
H  0.35  -2.30  0.42
N  0.11  -1.55  -0.22
C  0.62  -0.45  0.16
N  0.82  -0.29  1.59
N  0.28  0.72  -0.54
C  -0.75  0.58  -1.58
C  -0.87  1.90  -2.33
H  -0.05  -0.31  2.07
H  1.26  0.59  1.82
H  1.03  1.36  -0.72
H  -1.63  0.15  -1.10
H  -0.43  -0.19  -2.29
H  -1.40  2.61  -1.69
H  -1.35  1.70  -3.28
H  0.12  2.32  -2.51
O  0.73  -2.16  3.69
H  1.02  -1.81  2.83
H  0.12  -2.88  3.70

natural (NBO) atomic charge list, values in e, 5 entries:
1 H 0.35
2 N -0.69
3 C 0.56
4 N -0.89
5 N -0.65

Entry 4:
Molecular formula: C3H11N3O2
Method: DFT, the ωB97M-V functional and the def2-TZVPD basis

Computed properties:
SMILES	NC(=O)O.NCCN
frontier orbital gap	9.3350	eV
ΔE to the lowest compared entry with this formula, charge and spin	57.9	kJ/mol
maximum force	1.25	eV Å⁻¹

Geometry (Å):
N  0.95  1.74  0.25
C  0.33  1.60  1.49
O  -0.72  1.06  1.64
O  1.03  2.14  2.52
H  0.43  1.27  -0.47
H  1.93  1.53  0.17
H  1.80  2.55  2.12
N  -1.61  -0.12  -1.09
C  -0.61  -0.95  -1.71
C  -0.33  -2.25  -0.97
N  0.70  -3.01  -1.67
H  -1.85  0.73  -1.58
H  -1.37  0.08  -0.14
H  0.38  -0.44  -1.81
H  -0.88  -1.22  -2.74
H  -0.05  -2.04  0.08
H  -1.30  -2.75  -0.96
H  1.62  -2.68  -1.40
H  0.65  -3.98  -1.40

natural (NBO) atomic charge list, values in e, 5 entries:
1 N -0.88
2 C 0.89
3 O -0.61
4 O -0.66
5 H 0.40

Entry 5:
Molecular formula: C3H11N3O2
Method: DFT, the ωB97M-V functional and the def2-TZVPD basis

Computed properties:
frontier orbital gap	3.2964	eV
ΔE to the lowest compared entry with this formula, charge and spin	798.0	kJ/mol
maximum force	2.54	eV Å⁻¹

Geometry (Å):
O  1.75  0.94  -0.44
C  2.52  0.01  -0.14
N  3.47  -0.41  -1.10
C  2.47  -0.68  1.07
N  -2.10  0.61  1.13
C  -1.14  0.70  0.08
N  -1.84  0.71  -1.15
H  4.42  -0.47  -0.76
H  3.38  0.06  -1.98
H  3.09  -1.56  1.13
H  2.03  -0.22  1.95
H  -1.96  0.72  2.10
H  -0.45  1.55  0.16
H  -0.48  -0.19  0.28
H  -2.79  0.33  -0.92
H  -1.48  0.07  -1.86
H  -4.49  -1.01  -0.05
H  -2.83  -0.10  0.82
O  -3.57  -1.05  -0.34

natural (NBO) atomic charge list, values in e, 5 entries:
1 O -0.59
2 C 0.51
3 N -0.84
4 C -0.33
5 N -0.69

Entry 6:
Molecular formula: C3H11N3O2
Method: DFT, the ωB97M-V functional and the def2-TZVPD basis

Computed properties:
frontier orbital gap	9.2035	eV
ΔE to the lowest compared entry with this formula, charge and spin	510.8	kJ/mol
maximum force	0.56	eV Å⁻¹

Geometry (Å):
C  1.27  1.15  1.68
N  0.30  0.59  0.74
O  -0.16  1.62  -0.12
H  -0.99  1.23  -0.49
H  -0.63  -0.02  1.05
H  0.77  1.87  2.31
H  1.67  0.33  2.27
H  2.08  1.63  1.13
C  0.96  -0.57  -1.50
N  -1.34  -0.99  0.21
C  0.77  -0.72  -0.02
N  -2.15  -0.22  -0.70
O  1.33  -1.53  0.68
H  -1.64  -1.96  0.28
H  -3.09  -0.10  -0.34
H  -2.24  -0.68  -1.61
H  0.16  -0.03  -2.00
H  1.05  -1.57  -1.92
H  1.89  -0.03  -1.68

natural (NBO) atomic charge list, values in e, 5 entries:
1 C -0.42
2 N -0.23
3 O -0.59
4 H 0.50
5 H 0.46

Entry 7:
Molecular formula: C3H11N4
Method: DFT, the ωB97M-V functional and the def2-TZVPD basis

Computed properties:
charge	+1
frontier orbital gap	9.3992	eV
ΔE to the lowest compared entry with this formula, charge and spin	476.1	kJ/mol
maximum force	5.75	eV Å⁻¹

Geometry (Å):
C  2.28  -0.77  -0.62
C  1.54  -0.35  0.68
C  0.03  -0.18  0.59
N  -3.30  -0.23  -0.54
N  -2.84  -0.77  0.42
N  -0.56  0.85  0.09
N  0.07  1.93  -0.32
H  1.63  -1.39  -1.24
H  2.49  0.23  -1.08
H  3.30  -1.16  -0.33
H  1.99  0.68  0.99
H  1.90  -1.13  1.49
H  -0.62  -1.01  0.81
H  -4.01  -0.62  -1.13
H  -1.58  1.05  0.21
H  -3.09  -1.69  0.70
H  -0.35  2.77  -0.39
H  1.12  1.81  -0.33

natural (NBO) atomic charge list, values in e, 5 entries:
1 C -0.60
2 C -0.50
3 C 0.17
4 N -0.29
5 N -0.34

Entry 8:
Molecular formula: C3H11N4O
Method: DFT, the ωB97M-V functional and the def2-TZVPD basis

Computed properties:
charge	-1
frontier orbital gap	7.4767	eV
ΔE to the lowest compared entry with this formula, charge and spin	0.0	kJ/mol
maximum force	0.72	eV Å⁻¹

Geometry (Å):
N  2.85  1.28  0.71
C  1.64  0.53  0.58
N  1.50  -0.24  -0.48
N  0.73  0.66  1.52
H  2.76  2.15  1.20
H  3.41  1.34  -0.12
H  2.34  -0.21  -1.04
H  0.18  -0.65  -1.62
H  1.12  1.17  2.30
C  -1.60  -0.17  -1.18
O  -0.68  -0.64  -2.13
C  -1.83  -1.16  -0.04
N  -2.34  -0.43  1.12
H  -1.24  0.75  -0.71
H  -2.54  0.04  -1.70
H  -2.56  -1.93  -0.31
H  -0.87  -1.63  0.15
H  -2.68  -1.06  1.83
H  -1.56  0.11  1.50

natural (NBO) atomic charge list, values in e, 5 entries:
1 N -0.89
2 C 0.56
3 N -0.96
4 N -0.94
5 H 0.36

Entry 9:
Molecular formula: C3H11N4O
Method: DFT, the ωB97M-V functional and the def2-TZVPD basis

Computed properties:
charge	-1
frontier orbital gap	7.7071	eV
ΔE to the lowest compared entry with this formula, charge and spin	16.1	kJ/mol
maximum force	0.64	eV Å⁻¹

Geometry (Å):
C  1.34  -1.33  -1.01
O  0.25  -1.52  -0.19
C  1.16  -0.12  -1.92
N  2.40  0.15  -2.70
H  2.30  -1.21  -0.42
H  1.52  -2.21  -1.65
H  0.35  -0.27  -2.63
H  0.83  0.69  -1.25
H  2.22  0.85  -3.41
H  3.05  0.59  -2.07
N  -0.08  0.37  1.48
C  -1.43  0.61  1.48
N  -1.86  1.58  2.40
N  -2.32  0.07  0.73
H  0.22  -0.44  0.78
H  0.32  0.48  2.40
H  -1.19  2.32  2.53
H  -2.79  1.92  2.20
H  -1.87  -0.65  0.16

natural (NBO) atomic charge list, values in e, 5 entries:
1 C -0.03
2 O -0.92
3 C -0.25
4 N -0.85
5 H 0.08

Entry 10:
Molecular formula: C3H11N4O
Method: DFT, the ωB97M-V functional and the def2-TZVPD basis

Computed properties:
charge	+1
frontier orbital gap	10.7727	eV
ΔE to the lowest compared entry with this formula, charge and spin	32.6	kJ/mol
maximum force	0.44	eV Å⁻¹

Geometry (Å):
N  -2.04  1.90  0.32
C  -1.79  0.61  -0.02
N  -2.68  0.05  -0.90
O  -0.84  -0.03  0.43
H  -1.57  2.23  1.15
H  -2.98  2.26  0.24
H  -3.33  0.64  -1.39
H  -2.29  -0.70  -1.45
C  1.25  -1.87  1.30
N  2.34  0.60  -1.18
C  1.75  -0.43  -0.60
N  2.02  -0.84  0.60
H  1.86  -2.76  1.48
H  0.39  -2.13  0.69
H  0.89  -1.46  2.22
H  2.79  1.32  -0.62
H  2.03  0.89  -2.09
H  1.03  -0.98  -1.18
H  2.73  -0.34  1.11

natural (NBO) atomic charge list, values in e, 5 entries:
1 N -0.83
2 C 0.79
3 N -0.82
4 O -0.73
5 H 0.41

Entry 11:
Molecular formula: C3H11N4O
Method: DFT, the ωB97M-V functional and the def2-TZVPD basis

Computed properties:
charge	+1
frontier orbital gap (spin up / spin down)	8.9528 / 8.9617	eV
ΔE to the lowest compared entry with this formula, charge and spin	695.9	kJ/mol
maximum force	4.78	eV Å⁻¹

Geometry (Å):
C  1.56  -0.04  0.95
C  1.02  1.39  -0.94
C  -0.14  -0.73  -0.72
N  -2.15  2.47  -0.11
N  -0.57  -2.60  1.10
N  -0.69  -1.84  -0.10
N  0.63  0.20  -0.22
O  -1.94  1.29  -0.26
H  1.56  -1.13  1.10
H  2.60  0.28  0.78
H  1.15  0.56  1.79
H  1.43  1.08  -1.91
H  0.17  2.02  -1.06
H  1.79  1.89  -0.36
H  -0.80  -0.42  -1.46
H  -1.34  -3.19  1.16
H  -2.46  3.06  -0.90
H  -1.40  -2.35  -0.71
H  -0.40  -1.95  1.87

natural (NBO) atomic charge list, values in e, 5 entries:
1 C -0.43
2 C -0.41
3 C 0.35
4 N 0.01
5 N -0.62

Entry 12:
Molecular formula: C3H11N5
Method: DFT, the ωB97M-V functional and the def2-TZVPD basis

Computed properties:
SMILES	CN(N)/N=C(/N)CN
frontier orbital gap	8.9130	eV
ΔE to the lowest compared entry with this formula, charge and spin	224.4	kJ/mol
maximum force	1.93	eV Å⁻¹

Geometry (Å):
C  -1.13  2.10  -1.25
N  -1.17  0.92  -0.41
N  -2.03  1.11  0.67
N  0.29  0.74  -0.07
C  0.88  -0.39  -0.15
N  2.24  -0.37  -0.34
C  0.28  -1.78  -0.01
N  0.61  -2.41  1.27
H  -1.10  1.78  -2.30
H  -0.21  2.66  -1.02
H  -2.01  2.72  -1.07
H  -2.17  0.24  1.16
H  -1.69  1.82  1.33
H  2.78  -1.16  -0.02
H  2.68  0.53  -0.27
H  -0.80  -1.73  -0.10
H  0.66  -2.42  -0.81
H  1.62  -2.51  1.38
H  0.27  -1.85  2.04

natural (NBO) atomic charge list, values in e, 5 entries:
1 C -0.43
2 N -0.16
3 N -0.66
4 N -0.44
5 C 0.42